P:
Molecular formula: C5H13NO4S
Method: DFT, ωB97M-V/def2-TZVPD

- Multiplicity: 1
- Kohn-Sham gap: 10.38 eV
- LUMO level: 0.618 eV
- E_HOMO: -9.76 eV

Last column: Löwdin charge in e.
Atoms and positions in Å:
C -0.101 -2.469 -0.410  -0.063
C 0.756 -1.342 -0.724  -0.142
C 1.321 -0.491 0.105  -0.246
C 1.289 -0.371 1.593  -0.251
O 2.572 -0.713 2.085  -0.068
S 2.516 0.740 -0.566  0.596
O 2.359 1.125 -1.920  -0.257
O 3.849 0.644 -0.165  -0.259
O 1.971 1.988 0.252  -0.162
H -1.150 -2.275 -0.381  0.061
H 0.069 -3.184 -1.118  0.045
H 0.164 -2.804 0.703  0.141
H 1.138 -1.315 -1.766  0.131
H 0.716 -1.125 2.019  0.097
H 1.009 0.660 1.832  0.117
H 3.254 -0.226 1.514  0.083
H 2.721 2.553 0.458  0.101
C -2.430 1.899 -0.535  -0.174
N -1.911 0.532 -0.153  -0.087
H -1.961 2.045 -1.573  0.095
H -3.426 2.065 -0.290  0.031
H -1.855 2.685 0.025  0.075
H -2.078 0.575 0.923  0.093
H -2.488 -0.289 -0.358  0.043

=====

Q:
Molecular formula: C5H13NO4S
Method: DFT, ωB97M-V/def2-TZVPD

- Multiplicity: 1
- Kohn-Sham gap: 8.36 eV
- LUMO level: -0.610 eV
- E_HOMO: -8.97 eV

Last column: Löwdin charge in e.
Atoms and positions in Å:
C -0.152 -2.064 -0.978  -0.029
C -0.790 1.448 0.056  0.006
C 1.291 0.273 -0.304  -0.010
C 0.071 -0.008 1.738  -0.003
C -0.832 -0.900 -0.367  -0.062
N -0.065 0.179 0.273  -0.340
O -2.753 0.382 1.786  -0.381
O -4.011 -1.713 1.990  -0.288
O -3.490 -0.740 -0.213  -0.350
O -1.766 -1.765 1.206  -0.273
S -3.133 -0.905 1.192  0.368
H 0.632 -2.487 -0.354  0.094
H 0.265 -1.798 -1.952  0.100
H -0.909 -2.827 -1.141  0.108
H -1.773 1.344 0.546  0.085
H -0.242 2.267 0.517  0.115
H -0.910 1.641 -1.007  0.119
H 1.241 0.401 -1.384  0.115
H 1.803 1.132 0.127  0.112
H 1.866 -0.621 -0.071  0.107
H 0.457 -0.999 1.957  0.116
H 0.733 0.757 2.140  0.115
H -0.932 0.087 2.175  0.079
H -1.831 -0.619 -0.733  0.094

=====

Which of them is the least stable? Correct choice: Q.